No. 1
{
  "formula": "C24H46Cl3MnN2O4Si",
  "method": "ωB97M-V/def2-TZVPD",
  "symbols": ["C", "C", "H", "H", "H", "C", "C", "H", "H", "H", "H", "Mn", "Cl", "Cl", "C", "O", "N", "C", "C", "H", "H", "H", "H", "H", "H", "H", "H", "H", "C", "C", "N", "H", "C", "O", "H", "H", "H", "H", "O", "C", "C", "C", "H", "C", "H", "C", "H", "C", "C", "H", "H", "H", "Si", "Cl", "C", "C", "C", "H", "H", "H", "H", "H", "H", "H", "H", "H", "C", "C", "O", "C", "C", "H", "H", "H", "H", "H", "H", "H", "H", "H", "H"],
  "coordinates": [[2.024, -0.974, -3.837], [1.288, 0.283, -3.516], [2.115, -1.116, -4.921], [1.505, -1.842, -3.406], [3.039, -0.956, -3.410], [0.585, 0.996, -4.406], [0.457, 0.634, -5.847], [0.057, 1.895, -4.088], [0.214, -0.426, -5.994], [1.375, 0.848, -6.410], [-0.346, 1.230, -6.290], [0.067, -0.885, 0.630], [2.210, -0.763, 1.248], [-0.736, -2.998, 1.855], [0.669, 2.181, 1.609], [-0.220, 1.353, 1.295], [0.412, 3.476, 1.860], [-0.944, 4.006, 1.758], [1.477, 4.446, 2.086], [1.726, 1.882, 1.712], [-1.659, 3.182, 1.706], [-1.044, 4.639, 0.864], [-1.144, 4.628, 2.641], [2.437, 3.923, 2.133], [1.297, 4.981, 3.031], [1.509, 5.187, 1.272], [-1.871, -1.186, -2.986], [-2.644, 1.530, -3.127], [-2.776, -1.213, -2.359], [-3.413, 1.177, -2.424], [-2.924, 0.050, -1.639], [-2.721, -2.048, -1.652], [-2.476, 0.219, -0.395], [-1.929, -0.697, 0.274], [-3.690, 1.992, -1.747], [-2.657, 1.218, 0.041], [-3.654, -1.311, -3.012], [-4.281, 0.848, -3.003], [0.194, -0.053, -1.520], [1.234, 0.638, -2.028], [-0.186, 2.718, -1.730], [1.076, 2.135, -1.726], [-1.064, 2.060, -1.815], [-0.304, 4.109, -1.665], [2.204, 0.316, -1.598], [2.216, 2.897, -1.496], [-1.299, 4.557, -1.736], [0.848, 4.888, -1.532], [2.103, 4.284, -1.412], [3.175, 2.377, -1.425], [0.755, 5.973, -1.523], [2.998, 4.885, -1.264], [0.166, -4.276, 0.305], [0.262, -2.619, -1.077], [-1.455, -5.290, 0.209], [1.762, -4.482, 1.320], [0.903, -5.491, -1.069], [-2.289, -4.649, -0.104], [-1.712, -5.717, 1.188], [-1.400, -6.124, -0.507], [0.221, -5.572, -1.927], [1.051, -6.501, -0.652], [1.872, -5.126, -1.434], [2.300, -3.529, 1.409], [2.447, -5.200, 0.852], [1.550, -4.848, 2.332], [1.246, -2.520, 4.564], [-0.223, -2.231, 4.780], [-0.710, -1.068, 4.088], [-0.399, 0.145, 4.779], [-1.484, 1.165, 4.494], [1.671, -1.953, 3.721], [1.389, -3.588, 4.376], [1.803, -2.268, 5.474], [-0.829, -3.039, 4.355], [-0.427, -2.138, 5.862], [-0.327, -0.016, 5.877], [0.582, 0.508, 4.417], [-2.431, 0.833, 4.935], [-1.208, 2.121, 4.949], [-1.620, 1.302, 3.413]],
  "forces_ev_per_angstrom": [[0.2, -0.2, -0.3], [-0.4, 1.2, 0.0], [0.0, -0.1, 0.2], [0.1, 0.2, -0.1], [-0.3, 0.0, -0.1], [0.5, -0.3, 0.4], [-0.2, 0.0, -0.5], [0.2, -0.1, 0.0], [0.0, 0.2, 0.0], [-0.1, 0.0, 0.0], [0.1, -0.1, -0.2], [-0.3, 1.0, -0.9], [1.5, 0.2, 0.6], [-0.5, 0.5, 0.6], [-1.2, -1.2, -0.5], [1.2, 1.4, 0.7], [-0.1, 0.2, -0.1], [0.2, 0.2, 0.0], [-0.2, -0.1, 0.0], [-0.3, 0.0, -0.1], [0.2, 0.1, 0.0], [0.0, -0.2, 0.2], [0.0, -0.2, -0.1], [-0.2, 0.1, 0.0], [0.1, -0.2, -0.2], [0.0, -0.3, 0.2], [-0.1, 0.0, 0.4], [-0.1, -0.1, 0.1], [0.2, 0.1, -0.1], [0.2, -0.2, 0.2], [-0.2, 0.2, 0.0], [0.1, 0.3, -0.2], [0.8, -1.5, 0.6], [-2.0, 1.6, -1.0], [0.0, -0.1, -0.2], [0.2, -0.2, -0.2], [0.1, -0.1, 0.2], [0.0, 0.2, 0.1], [-1.0, -0.2, 1.1], [-0.1, 0.1, 0.3], [-0.2, 0.3, -0.1], [0.5, -0.7, -0.5], [0.7, 0.4, 0.0], [0.2, -0.5, 0.0], [0.1, 0.2, 0.1], [-0.3, 0.3, -0.2], [0.3, 0.1, 0.0], [-0.1, 0.2, 0.0], [-0.1, 0.0, 0.1], [-0.2, 0.3, -0.1], [0.1, -0.2, 0.1], [-0.2, 0.0, 0.0], [1.2, -2.4, -2.1], [-0.1, -1.3, 0.0], [-0.5, -0.2, 0.4], [0.1, 0.0, 0.5], [0.2, 0.3, -0.4], [0.1, 0.0, 0.2], [-0.1, 0.2, -0.1], [0.1, 0.3, 0.2], [0.1, 0.0, 0.0], [-0.1, 0.2, 0.0], [0.0, -0.1, 0.0], [-0.3, -0.1, 0.1], [-0.2, 0.1, 0.0], [0.0, 0.2, 0.0], [0.6, 0.1, 0.2], [-0.8, 0.0, -0.5], [0.2, 0.3, 1.4], [0.2, -0.2, -0.4], [-0.1, -0.1, 0.0], [-0.3, -0.3, 0.2], [0.1, 0.2, -0.1], [0.2, 0.0, -0.2], [0.2, 0.2, 0.4], [-0.2, 0.0, -0.3], [0.0, -0.1, -0.5], [-0.2, 0.0, 0.2], [0.1, 0.1, -0.1], [-0.1, 0.1, -0.1], [0.1, -0.1, 0.3]],
  "total_charge": -1,
  "lumo_ev": [2.385, 2.384],
  "s_squared": 8.755,
  "homo_lumo_gap_ha": [0.2423, 0.2510],
  "spin_multiplicity": 6
}


No. 2
{
  "formula": "C24H46N8O6P2",
  "method": "ωB97M-V/def2-TZVPD",
  "symbols": ["C", "C", "C", "C", "C", "C", "N", "O", "O", "H", "H", "H", "H", "H", "C", "C", "C", "C", "C", "C", "N", "O", "O", "H", "H", "H", "H", "H", "O", "P", "N", "C", "C", "N", "C", "C", "N", "C", "C", "H", "H", "H", "H", "H", "H", "H", "H", "H", "H", "H", "H", "H", "H", "H", "H", "H", "H", "O", "P", "N", "C", "C", "N", "C", "C", "N", "C", "C", "H", "H", "H", "H", "H", "H", "H", "H", "H", "H", "H", "H", "H", "H", "H", "H", "H", "H"],
  "coordinates": [[-3.320, 0.698, 1.491], [-2.504, 1.082, 0.427], [-1.424, 0.281, 0.091], [-1.168, -0.852, 0.839], [-1.960, -1.239, 1.912], [-3.044, -0.443, 2.241], [0.038, -1.621, 0.530], [0.345, -2.516, 1.289], [0.639, -1.325, -0.486], [-4.147, 1.342, 1.767], [-2.721, 2.007, -0.085], [-0.755, 0.572, -0.707], [-1.633, -2.042, 2.558], [-3.723, -0.669, 3.052], [-6.577, -1.316, 3.978], [-5.955, -2.214, 4.844], [-6.575, -3.418, 5.134], [-7.809, -3.690, 4.571], [-8.432, -2.814, 3.707], [-7.822, -1.597, 3.437], [-8.437, -4.990, 4.851], [-7.765, -5.833, 5.413], [-9.579, -5.149, 4.462], [-6.072, -0.380, 3.766], [-4.989, -1.968, 5.263], [-6.144, -4.061, 5.887], [-9.349, -3.115, 3.221], [-8.270, -0.930, 2.713], [0.837, 2.936, 0.465], [1.877, 2.623, 1.453], [2.569, 1.147, 1.244], [2.904, 0.255, 2.342], [3.094, 0.820, -0.079], [1.350, 2.647, 3.025], [0.178, 1.846, 3.372], [2.070, 3.214, 4.137], [3.146, 3.688, 1.409], [2.913, 5.123, 1.290], [4.491, 3.283, 1.787], [3.444, 0.766, 3.138], [3.485, -0.573, 1.941], [2.008, -0.211, 2.768], [2.468, 1.277, -0.848], [3.080, -0.252, -0.259], [4.120, 1.195, -0.175], [-0.756, 2.389, 3.205], [0.104, 0.952, 2.751], [0.244, 1.495, 4.403], [2.649, 2.456, 4.680], [2.760, 3.974, 3.779], [1.378, 3.697, 4.829], [1.861, 5.299, 1.079], [3.207, 5.664, 2.195], [3.494, 5.514, 0.449], [5.158, 4.145, 1.712], [4.920, 2.541, 1.111], [4.558, 2.915, 2.816], [2.865, 0.747, -5.952], [2.228, -0.345, -5.191], [3.196, -0.822, -3.924], [2.879, -1.885, -2.988], [4.230, 0.076, -3.465], [1.882, -1.713, -6.041], [0.986, -1.529, -7.160], [2.750, -2.881, -6.089], [0.745, 0.136, -4.610], [0.632, 1.510, -4.140], [-0.176, -0.818, -4.018], [2.636, -1.469, -2.009], [3.708, -2.592, -2.879], [2.007, -2.432, -3.343], [4.402, 0.856, -4.204], [5.172, -0.427, -3.237], [3.883, 0.601, -2.564], [1.390, -0.813, -7.879], [0.811, -2.492, -7.639], [0.000, -1.186, -6.832], [3.076, -3.177, -5.100], [2.215, -3.699, -6.565], [3.659, -2.681, -6.673], [1.058, 2.202, -4.861], [-0.427, 1.755, -4.036], [1.102, 1.653, -3.157], [0.129, -1.198, -3.037], [-0.339, -1.660, -4.694], [-1.154, -0.343, -3.895]],
  "forces_ev_per_angstrom": [[0.3, 0.2, -0.2], [-0.4, -0.4, 0.6], [0.1, 0.4, -0.3], [-0.3, 0.2, 0.2], [0.4, 0.3, 0.4], [-0.4, 0.3, -0.4], [-0.2, -0.1, -0.3], [0.2, -0.1, 0.1], [0.2, -0.2, 0.1], [0.0, -0.1, 0.0], [0.2, 0.0, -0.2], [0.0, -0.1, 0.0], [-0.2, -0.2, -0.2], [0.3, -0.3, 0.1], [0.2, 0.1, 0.4], [-0.4, 0.1, -0.5], [0.1, 0.3, 0.7], [0.4, 0.0, 0.0], [-0.1, 0.0, -0.2], [0.2, -0.3, -0.4], [-0.1, -0.2, -0.3], [-0.2, 0.2, 0.0], [0.1, 0.0, 0.2], [-0.2, 0.0, -0.1], [0.0, -0.1, 0.1], [0.0, -0.3, -0.3], [-0.1, 0.1, 0.1], [-0.1, 0.1, 0.1], [-0.4, 0.0, -0.2], [0.4, 0.5, 0.3], [0.0, -0.6, -0.3], [-0.3, -0.1, -0.1], [-0.1, 0.3, 0.2], [-0.5, -0.4, 0.0], [-0.1, -0.1, -0.3], [0.3, 0.1, 0.0], [0.2, 0.1, 0.0], [0.1, -0.2, -0.3], [0.2, 0.2, 0.0], [0.2, -0.1, 0.0], [0.3, 0.1, 0.1], [0.0, 0.1, 0.1], [0.1, 0.1, 0.1], [0.0, -0.1, 0.2], [0.0, -0.2, -0.3], [0.0, 0.1, 0.2], [0.1, 0.0, -0.1], [0.0, 0.1, 0.1], [-0.1, 0.1, 0.1], [0.0, 0.0, 0.1], [0.0, 0.0, 0.1], [0.0, 0.0, 0.0], [-0.1, 0.0, 0.1], [0.0, 0.1, 0.1], [-0.1, 0.1, 0.1], [-0.2, -0.1, 0.1], [0.0, -0.1, 0.0], [0.0, 0.1, 0.1], [0.3, 0.3, 0.2], [0.4, -0.5, -0.3], [-0.3, 0.2, -0.2], [-0.1, 0.7, 0.2], [-0.3, -0.6, 0.7], [-0.4, -0.1, -0.3], [0.5, 0.5, -0.4], [-0.3, -0.1, -0.3], [-0.2, -0.1, 0.2], [-0.3, 0.0, 0.0], [0.0, -0.1, 0.1], [0.0, 0.1, 0.0], [0.0, -0.1, 0.1], [0.1, -0.2, -0.1], [-0.1, -0.2, -0.1], [0.2, -0.1, 0.1], [-0.1, -0.1, -0.1], [0.2, 0.0, -0.1], [0.1, 0.2, 0.0], [-0.1, -0.1, 0.1], [-0.1, -0.1, 0.1], [-0.1, -0.1, 0.0], [0.2, -0.1, 0.0], [0.0, 0.0, 0.0], [0.0, 0.1, 0.0], [0.0, 0.1, 0.0], [0.2, -0.1, 0.1], [0.1, 0.1, 0.0]],
  "total_charge": 0,
  "lumo_ev": -0.651,
  "smiles": "CN(C)P(=O)(N(C)C)N(C)C.CN(C)P(=O)(N(C)C)N(C)C.O=[N+]([O-])c1ccccc1.O=[N+]([O-])c1ccccc1",
  "homo_lumo_gap_ha": 0.2783
}